A structure of composition C15H17AuN2O2S, computed with wB97M-V/def2-TZVPD.

## Properties
- energy (eV) = -37434.62894
- F_max (eV/A) = 0.588
- multiplicity = 1
- LUMO energy (eV) = 0.2804
- frontier orbital gap (eV) = 7.4
- energy above the lowest of the compared OMol25 structures with the same formula, charge and spin (kcal/mol) = 0.0

Each line ends with the Löwdin charge.
CARTESIAN COORDINATES (ANGSTROEM)
Au 0.8287 1.2297 -2.2820  0.50
S -1.1235 2.3517 -2.4283  0.49
O 2.7572 0.3575 -1.2560  -0.03
O 3.6440 2.1270 -0.2464  0.14
N 2.1256 2.1261 1.8254  -0.03
N -0.7449 -0.6801 -1.5877  0.08
C -4.3120 -0.4133 -0.6376  -0.06
C -2.2578 1.2106 -1.7211  -0.62
C 2.7870 -0.0408 2.5593  -0.16
C 0.8825 -2.4566 -1.6284  -0.03
C -1.9768 -0.1520 -1.3846  -0.23
C -2.7319 -2.2987 -0.5501  -0.01
C -0.4972 -1.9427 -1.3285  -0.32
C 2.5590 1.3920 3.0393  -0.18
C 1.7080 -0.2138 1.4886  -0.12
C -4.5567 0.8917 -0.9623  -0.09
C -3.5369 1.6892 -1.5011  -0.14
C 1.7209 1.1521 0.8011  -0.26
C -1.4873 -2.7962 -0.7911  -0.02
C 2.7420 1.1841 -0.3497  -0.54
C -3.0297 -0.9513 -0.8488  -0.16
H 1.9022 -1.0242 0.7886  0.10
H 0.7575 1.3993 0.3552  0.12
H -1.2435 -3.8302 -0.5836  0.11
H -3.7503 2.7189 -1.7600  0.09
H -5.5388 1.3217 -0.8114  0.10
H 2.7140 -0.7657 3.3678  0.11
H 0.9710 -3.5135 -1.3820  0.08
H 3.4100 2.5885 0.6009  0.11
H 1.3841 2.7807 2.0250  0.13
H 1.1089 -2.3228 -2.6873  0.09
H 3.4622 1.8414 3.4503  0.11
H 3.7782 -0.1338 2.1082  0.12
H 1.6284 -1.8849 -1.0755  0.04
H -5.0867 -1.0497 -0.2253  0.11
H 0.7323 -0.3818 1.9476  0.13
H 1.7858 1.4153 3.8104  0.12
H -3.5156 -2.9253 -0.1387  0.12

The ion C15H17Br2F3N3OS with charge +1 at a distorted geometry, computed with wB97M-V/def2-TZVPD.

## Properties
- energy (eV) = -181412.80757
- F_max (eV/A) = 3.453
- net charge = +1
- multiplicity = 1
- LUMO energy (eV) = -4.6937
- frontier orbital gap (eV) = 8.0

Each line ends with the Löwdin charge.
CARTESIAN COORDINATES (ANGSTROEM)
Br -1.6042 -5.4998 -0.9584  0.79
Br -2.2164 -2.8639 0.8745  0.82
S 0.1900 1.2639 2.6260  1.07
F -2.8701 -3.4405 -2.2076  0.03
F -0.7741 -3.7758 -2.8667  0.06
F 0.1830 -2.8207 -0.4784  -0.03
O 4.9292 1.6115 -1.6403  0.12
N -4.7383 2.6546 1.5249  0.10
N 5.6196 -0.1696 -0.4220  0.12
N 1.4314 -0.0021 0.8500  -0.10
C 2.5992 -0.6323 0.1745  -0.10
C 3.0619 0.3195 -1.0127  -0.06
C -2.3296 3.2373 1.1429  -0.01
C -0.1898 -0.1966 -1.1689  -0.09
C 4.5896 0.6401 -1.0371  -0.48
C -1.3981 -1.1805 -1.4031  -0.14
C -1.1550 -2.5905 -0.7681  -0.75
C -1.8713 1.8792 1.0853  -0.25
C -4.2553 1.3942 1.4665  -0.13
C 0.0353 0.1496 0.3405  -0.27
C -1.5985 -3.7210 -1.7956  -0.90
C -3.7007 3.5034 1.3730  -0.13
C -2.9325 0.9304 1.2864  -0.03
C 1.7067 0.5150 2.0201  -0.23
C -0.3933 1.5529 0.8650  -0.37
H -1.6168 4.0706 1.0099  0.12
H 0.2542 2.3685 0.4662  0.14
H 5.7941 0.2088 0.5104  0.10
H -1.4217 -1.3450 -2.5103  0.14
H 2.5445 1.2972 -0.8629  0.13
H 2.6903 0.5101 2.5227  0.14
H 3.4543 -0.6668 0.8868  0.11
H -3.9804 4.5786 1.4403  0.12
H -0.5986 -0.6026 0.8753  0.10
H -5.0323 0.6052 1.5808  0.12
H 5.2949 -1.1377 -0.3854  0.08
H -2.7184 -0.1530 1.2982  0.04
H -0.3876 0.7100 -1.7928  0.14
H 2.4101 -1.6779 -0.1431  0.13
H 0.6854 -0.6904 -1.6493  0.10
H 2.6900 -0.0958 -1.9769  0.12
H -2.3803 -0.7380 -1.1407  0.12

A structure of composition C15H17CuF6N4O5S2 at a distorted geometry, computed with wB97M-V/def2-TZVPD.

## Properties
- energy (eV) = -114633.39684
- F_max (eV/A) = 7.973
- net charge = +1
- multiplicity = 2
- LUMO energy (alpha / beta) (eV) = -3.4693 / -7.0137
- ⟨S²⟩ = 0.75
- frontier orbital gap (alpha / beta) (eV) = 9.6 / 6.0
- energy above the lowest of the compared OMol25 structures with the same formula, charge and spin (kcal/mol) = 16.1

Each line ends with the Löwdin charge.
CARTESIAN COORDINATES (ANGSTROEM)
Cu -12.2731 19.9980 -7.5182  0.80
S -9.7675 21.6892 -6.7278  0.72
S -10.8810 22.8806 -8.8167  0.63
F -11.1416 20.9248 -10.7506  0.06
F -11.4627 23.0118 -11.4332  0.14
F -9.1852 19.1007 -6.7510  0.08
F -8.8716 20.3209 -8.5440  0.17
F -7.4603 20.4568 -6.9621  0.25
F -13.0108 21.9683 -10.1844  0.12
O -12.2376 18.6584 -5.7017  0.02
O -9.4902 23.1077 -9.2709  -0.28
O -10.2118 21.2651 -5.4180  -0.28
O -11.6233 24.1281 -8.4626  -0.28
O -8.9857 22.9143 -6.6907  -0.23
N -14.5877 20.1464 -7.0491  0.02
N -12.4300 18.4597 -9.1615  0.03
N -11.3603 16.6320 -5.2788  0.06
N -11.1370 21.6914 -7.8456  -0.36
C -15.0908 18.9707 -6.5313  -0.13
C -13.5234 18.4219 -9.9716  -0.12
C -11.3159 17.8746 -9.5790  -0.13
C -11.2851 17.0700 -10.7192  0.01
C -11.8490 15.8802 -6.4890  -0.02
C -17.2360 20.0163 -6.2814  -0.02
C -16.4098 18.8540 -6.1101  -0.01
C -12.5245 16.9020 -11.3951  0.00
C -11.6162 17.9228 -5.0503  -0.58
C -11.7121 22.1607 -10.4082  -0.56
C -8.6857 20.3024 -7.2808  -0.71
C -13.5546 17.7857 -11.1448  -0.04
C -11.0019 18.4502 -3.7224  0.05
C -15.4693 21.2147 -7.2567  -0.08
C -16.7731 21.2207 -6.7910  -0.05
H -11.0626 16.0781 -4.4884  0.14
H -14.3168 19.0669 -9.6241  0.11
H -12.4849 16.3404 -12.3167  0.12
H -15.1224 22.1075 -7.7556  0.11
H -12.6759 16.3379 -7.0320  0.06
H -17.3320 22.1367 -6.9133  0.12
H -16.6264 17.9060 -5.6402  0.11
H -14.4170 18.0562 -11.7361  0.13
H -10.4123 18.2716 -9.1405  0.11
H -10.4701 19.3485 -4.0360  0.07
H -10.3705 16.5737 -11.0085  0.12
H -11.0133 15.7427 -7.1752  0.08
H -18.2015 20.0888 -5.8030  0.11
H -11.7966 18.6413 -3.0013  0.10
H -10.3764 17.6461 -3.3349  0.08
H -12.3347 14.9485 -6.1992  0.09
H -14.3648 18.1869 -6.3732  0.08

A structure of composition C15H17CuN5 at a distorted geometry, computed with wB97M-V/def2-TZVPD.

## Properties
- energy (eV) = -67916.02787
- F_max (eV/A) = 3.151
- multiplicity = 2
- LUMO energy (alpha / beta) (eV) = -1.0140 / -1.0225
- ⟨S²⟩ = 0.75
- frontier orbital gap (alpha / beta) (eV) = 6.8 / 6.8
- energy above the lowest of the compared OMol25 structures with the same formula, charge and spin (kcal/mol) = 11.6

Each line ends with the Löwdin charge.
CARTESIAN COORDINATES (ANGSTROEM)
Cu -0.4535 -0.0592 0.6250  0.23
N -0.1404 1.2562 -0.7758  0.04
N 1.5667 -0.1412 1.1651  0.11
N 3.7947 -0.0238 2.1775  0.05
N 4.6876 0.2828 4.4748  0.06
N -0.3554 -1.3331 -0.8229  0.03
C -0.0227 2.5694 -0.5780  -0.08
C 0.5978 2.8673 -2.8857  -0.04
C -0.7924 -0.6741 2.8503  -0.22
C -0.3066 -3.4986 -1.7506  -0.04
C 4.1978 0.1408 3.4070  -0.43
C 2.5876 -0.0702 1.7583  -0.33
C 0.0951 0.6883 -1.9858  -0.17
C -0.8615 0.9092 2.7459  -0.22
C -2.5385 -0.0258 0.7617  -0.11
C 0.1348 -1.5935 -3.1140  0.00
C 0.4602 1.5072 -3.0366  -0.01
C -0.5004 -2.6473 -0.6786  -0.08
C 0.0121 -2.9657 -3.0064  -0.04
C -0.0439 -0.7687 -2.0126  -0.17
C 0.3473 3.4079 -1.6144  -0.03
H -0.0096 -0.5943 3.6411  0.09
H 0.1583 -3.6402 -3.8627  0.12
H -0.4126 -4.5763 -1.5841  0.12
H -1.5789 0.9187 3.6624  0.12
H 0.6513 1.0284 -4.0218  0.12
H -1.3212 1.7534 2.0878  0.09
H -0.2169 2.9074 0.4295  0.11
H 0.3835 -1.1209 -4.0821  0.12
H 0.4270 4.4781 -1.4059  0.11
H -2.8575 0.2973 1.7484  -0.01
H -0.7633 -2.9756 0.3204  0.12
H -2.8446 0.6539 -0.0244  0.00
H 0.8924 3.5371 -3.7056  0.12
H -1.8196 -0.7978 3.2190  0.06
H -0.4999 -1.6713 2.2878  0.11
H -2.8375 -1.0486 0.5598  0.00
H 0.1825 1.0227 3.0261  0.04

A cluster of 2 separate species, C15H17F16N3O3P in total, computed with wB97M-V/def2-TZVPD.

## Properties
- energy (eV) = -79207.58941
- F_max (eV/A) = 0.698
- net charge = +1
- multiplicity = 1
- LUMO energy (eV) = -2.9282
- frontier orbital gap (eV) = 9.7

Each line ends with the Löwdin charge.
CARTESIAN COORDINATES (ANGSTROEM)
P -7.0435 -2.3699 1.2159  0.73
F -0.0695 1.4622 0.5215  0.19
F -2.1786 0.7507 4.2811  0.14
F -0.5244 -0.6669 0.3360  0.11
F 7.1021 3.2963 -6.0671  0.17
F 0.4535 0.2092 4.4301  0.17
F -2.1769 0.3815 2.1337  0.12
F 8.5452 4.2374 -4.7534  0.18
F 2.3631 1.1706 -0.3277  0.19
F 0.9347 -1.3278 2.3500  0.15
F 0.7543 -1.4791 -1.9194  0.17
F 0.1569 0.5887 -2.1274  0.19
F 2.1802 -0.0127 -2.6152  0.20
F -0.1434 1.8832 3.1644  0.19
F 2.0195 0.5744 2.3602  0.20
F 8.2348 2.0928 -4.6589  0.16
F 2.3708 -0.9776 0.0693  0.18
O 6.6686 4.2162 -2.8287  0.17
O 5.5143 2.6697 -4.0068  0.03
O -7.1932 -3.6861 1.8580  -0.39
N -3.1028 -2.1314 1.6348  -0.01
N -4.5207 -2.5081 -0.0414  0.12
N -2.2257 -2.8407 -0.4400  0.25
C 1.1649 -0.2174 -1.7927  -0.55
C 1.6239 0.0605 -0.3297  -0.36
C 7.6313 3.2784 -4.8384  -0.55
C -3.2216 -2.4927 0.3614  -0.35
C -5.3043 -1.8396 1.0226  -0.38
C -1.5802 0.0342 3.3074  -0.43
C -4.4596 -2.2377 2.2242  -0.09
C 6.5422 3.4710 -3.7550  -0.40
C -1.7701 -1.4485 3.6211  -0.03
C 4.4254 2.7295 -3.0605  -0.20
C -1.9091 -2.4022 2.4385  -0.10
C -0.1202 0.5556 3.2613  -0.37
C 0.8306 0.0045 2.1542  -0.34
C 3.5290 3.9189 -3.3227  -0.05
C 0.4373 0.2431 0.6641  -0.33
H -4.6116 -1.6360 3.1188  0.14
H 3.8921 1.7938 -3.2067  0.11
H -5.2445 -0.7476 0.8887  0.14
H -4.6541 -3.2904 2.4754  0.14
H -0.9297 -1.7883 4.2324  0.14
H -1.9533 -3.4271 2.8275  0.15
H -1.2756 -2.9080 -0.1094  0.12
H -7.5540 -2.2160 -0.0848  0.02
H 3.1549 3.8962 -4.3464  0.09
H 4.8362 2.7483 -2.0511  0.13
H -4.7128 -2.2397 -0.9999  0.16
H -7.5458 -1.2551 1.9080  0.03
H -1.0346 -2.3277 1.7909  0.10
H 2.6781 3.8937 -2.6406  0.08
H -2.6598 -1.5053 4.2563  0.13
H -2.3872 -3.0361 -1.4164  0.14
H 4.0631 4.8548 -3.1673  0.08

A structure of composition C15H17F3N2O5PdS2Te at a distorted geometry, computed with wB97M-V/def2-TZVPD.

## Properties
- energy (eV) = -69641.97353
- F_max (eV/A) = 2.938
- multiplicity = 3
- LUMO energy (alpha / beta) (eV) = 0.3126 / -1.8208
- ⟨S²⟩ = 2.01
- frontier orbital gap (alpha / beta) (eV) = 8.8 / 7.0
- energy above the lowest of the compared OMol25 structures with the same formula, charge and spin (kcal/mol) = 22.2

Each line ends with the Löwdin charge.
CARTESIAN COORDINATES (ANGSTROEM)
Te -2.2754 1.8898 -2.9529  1.42
Pd -0.7795 0.0012 -1.5790  0.76
S -0.9539 -2.0016 -3.1766  0.44
S -0.7489 1.2435 0.8424  0.59
F -2.9955 -1.3829 -1.5465  0.06
F -3.3785 -0.8010 -3.5840  0.04
F -3.4955 -2.8855 -3.0090  0.16
O -0.5520 -0.6906 -3.6576  -0.42
O -0.8928 -3.0427 -4.1405  -0.24
O -1.9779 0.6616 0.3004  -0.38
O -0.4843 -2.3116 -1.8422  -0.33
O -0.9532 2.3885 1.6863  -0.28
N 0.1445 1.6026 -0.4456  -0.19
N 1.8241 0.4507 -1.4706  0.09
C 0.4770 -1.2190 1.1834  -0.05
C 3.0817 0.0417 -1.5434  -0.13
C 1.8692 -3.0710 4.1794  -0.04
C 3.6291 1.0839 0.5337  -0.05
C 0.0591 -0.0409 1.7801  -0.29
C 2.3316 1.5431 0.6142  -0.02
C 1.0616 -2.1968 1.9703  -0.01
C -1.5696 3.6786 -1.9679  -0.38
C 0.7729 -0.8290 3.9183  -0.02
C 0.1929 0.1561 3.1405  -0.05
C 1.2222 -2.0113 3.3429  -0.26
C 4.0216 0.3301 -0.5684  -0.07
C -4.0665 1.8536 -1.7403  -0.36
C -2.8077 -1.7674 -2.8339  -0.64
C 1.4554 1.2078 -0.4239  -0.45
H -1.2593 3.3797 -0.9701  -0.03
H -2.3645 4.4163 -1.9228  0.01
H 4.3336 1.2943 1.3254  0.11
H -0.1779 1.0786 3.5573  0.11
H 3.3305 -0.5535 -2.4133  0.11
H -0.7197 4.0721 -2.5183  0.01
H 0.3399 -1.3891 0.1121  0.08
H 5.0350 -0.0233 -0.6617  0.10
H -3.8191 1.3972 -0.7856  -0.01
H 1.9596 2.1271 1.4429  0.12
H -4.4022 2.8762 -1.5975  0.01
H 1.3843 -3.1223 1.5163  0.12
H 2.9330 -3.1335 3.9512  0.09
H -4.8325 1.2744 -2.2482  0.01
H 1.4241 -4.0428 3.9793  0.08
H 1.7630 -2.8492 5.2373  0.08
H 0.8621 -0.6820 4.9846  0.11